Entry 1:
Below is 2 unconnected molecules or ions with the total composition C2H4N2OS, with properties calculated with ωB97M-V/def2-TZVPD.

Results
F_max = 4.59 eV Å⁻¹
highest occupied orbital energy (spin up / spin down) = -0.368 / -0.340 Eh
relative energy (zero: lowest compared OMol25 entry of this formula, charge and spin) = 165.0 kcal/mol
gap between HOMO and LUMO (spin up / spin down) = 6.724 / 5.552 eV
E_LUMO (spin up / spin down) = -3.29 / -3.70 eV

Geometry as XYZ:
```
10
C2H4N2OS, DFT ωB97M-V/def2-TZVPD
N -0.2654 -0.2948 1.9680
O 1.3669 1.2553 0.8237
C -2.7294 1.9547 -1.2149
S 0.2272 0.3903 0.6426
N -1.7911 1.5424 -0.6956
H 1.0350 -0.0983 -1.5515
H -0.6062 -1.2576 1.9251
C 0.7909 -0.7718 -0.6845
H 0.1963 -1.6688 -1.0045
H 1.7758 -1.0513 -0.2086
```

---

Entry 2:
Below is a single C2H4N2OS molecule, with properties calculated with ωB97M-V/def2-TZVPD.

Results
SMILES = [H]/N=C(/N)C(O)=S
F_max = 2.59 eV Å⁻¹
highest occupied orbital energy = -0.346 Eh
relative energy (zero: lowest compared OMol25 entry of this formula, charge and spin) = 38.9 kcal/mol
gap between HOMO and LUMO = 8.821 eV
E_LUMO = -0.60 eV

Geometry as XYZ:
```
10
C2H4N2OS, DFT ωB97M-V/def2-TZVPD
H -0.6429 0.5592 1.8268
C -0.4266 -0.1723 -0.0359
C 0.8798 0.5433 -0.0453
H 0.7879 0.4537 -1.9488
H -1.9770 -0.4343 1.2032
N -0.7193 -1.1582 -0.7892
N -1.2394 0.2591 0.9805
O 1.4904 0.6228 -1.2613
S 1.7422 0.8500 1.2435
H 0.1047 -1.5232 -1.1734
```

---

Entry 3:
Below is a single C2H4N2OS molecule, with properties calculated with ωB97M-V/def2-TZVPD.

Results
SMILES = [H]/N=C(/N)C(=O)S
F_max = 4.66 eV Å⁻¹
highest occupied orbital energy = -0.363 Eh
relative energy (zero: lowest compared OMol25 entry of this formula, charge and spin) = 55.6 kcal/mol
gap between HOMO and LUMO = 9.903 eV
E_LUMO = 0.03 eV

Geometry as XYZ:
```
10
C2H4N2OS, DFT ωB97M-V/def2-TZVPD
H -1.8054 -1.1022 -1.2203
C -0.4869 -0.2671 0.0264
H -0.6191 0.7985 1.5990
H -0.2345 -1.6087 -1.5120
S 1.8569 1.5006 0.4685
N -1.3115 0.4489 0.7698
N -0.8837 -0.8818 -1.1788
C 1.0787 -0.0978 0.1199
O 1.6996 -1.1247 -0.1969
H 0.7059 2.3343 1.1245
```

---

Entry 4:
Below is a single C2H4N2OS molecule, with properties calculated with ωB97M-V/def2-TZVPD.

Results
F_max = 2.57 eV Å⁻¹
highest occupied orbital energy = -0.362 Eh
relative energy (zero: lowest compared OMol25 entry of this formula, charge and spin) = 57.3 kcal/mol
gap between HOMO and LUMO = 10.505 eV
E_LUMO = 0.64 eV

Geometry as XYZ:
```
10
C2H4N2OS, DFT ωB97M-V/def2-TZVPD
S -0.1396 -1.6822 0.6511
H 0.0375 0.8402 -1.7427
C -1.0697 0.5654 0.0453
N 0.9204 -0.6033 -0.5219
H 0.8014 1.5188 -0.2948
O 0.4942 -1.6931 1.9490
H -1.7724 1.3884 -0.0013
N -1.3461 -0.4760 0.6880
C 0.2414 0.6575 -0.6789
H 1.8330 -0.5156 -0.0938
```

---

Entry 5:
Below is a single C2H4N2OS2 molecule, with properties calculated with ωB97M-V/def2-TZVPD.

Results
SMILES = NC(=O)S/C=N\S
F_max = 1.69 eV Å⁻¹
highest occupied orbital energy = -0.330 Eh
relative energy (zero: lowest compared OMol25 entry of this formula, charge and spin) = 8.9 kcal/mol
gap between HOMO and LUMO = 9.482 eV
E_LUMO = 0.49 eV

Geometry as XYZ:
```
11
C2H4N2OS2, DFT ωB97M-V/def2-TZVPD
O 0.6600 -1.8883 0.7014
C -0.3703 -1.4511 0.2835
S 0.3592 3.1799 -0.7794
H 1.2530 4.1296 -0.8068
H -1.5042 -3.1624 0.4853
N -1.5418 -2.1785 0.1819
S -0.6429 0.2515 -0.2491
H -2.3924 -1.7828 -0.1648
N 1.4503 1.9997 -0.1695
H 1.7166 0.0581 0.4665
C 1.0126 0.8444 0.0510
```

---

Entry 6:
Below is a single C2H4N2S molecule, with properties calculated with ωB97M-V/def2-TZVPD.

Results
SMILES = [H]/N=C\NC=S
F_max = 3.61 eV Å⁻¹
highest occupied orbital energy = -0.330 Eh
relative energy (zero: lowest compared OMol25 entry of this formula, charge and spin) = 28.9 kcal/mol
gap between HOMO and LUMO = 8.690 eV
E_LUMO = -0.29 eV

Geometry as XYZ:
```
9
C2H4N2S, DFT ωB97M-V/def2-TZVPD
N 2.0047 -0.8265 -0.1778
H 0.0402 -1.5160 0.6716
H 0.5995 1.2748 0.2457
H -1.7928 1.5356 -0.2092
C 0.7107 -0.7124 0.1636
S -2.5545 -0.7421 -0.0951
H 2.4660 0.0845 -0.6317
C -1.4225 0.4750 0.0114
N -0.0513 0.4271 0.0216
```

---

Entry 7:
Below is a single C2H4N2S molecule, with properties calculated with ωB97M-V/def2-TZVPD.

Results
SMILES = C=NC(N)=S
F_max = 4.21 eV Å⁻¹
highest occupied orbital energy = -0.303 Eh
relative energy (zero: lowest compared OMol25 entry of this formula, charge and spin) = 14.3 kcal/mol
gap between HOMO and LUMO = 8.760 eV
E_LUMO = 0.50 eV

Geometry as XYZ:
```
9
C2H4N2S, DFT ωB97M-V/def2-TZVPD
N -0.2772 0.4185 0.6337
S -1.6014 -0.1922 -1.5585
C -0.4874 -0.4978 -0.3998
H 0.0512 -2.2772 -1.1207
N 0.1621 -1.6009 -0.3254
C 0.2577 1.5662 0.7665
H 0.9687 -1.6644 0.2597
H 0.2061 2.0341 1.7051
H 0.7201 2.2137 0.0394
```

---

Entry 8:
Below is 2 unconnected molecules or ions with the total composition C2H4N2S, with properties calculated with ωB97M-V/def2-TZVPD.

Results
multiplicity = 3
F_max = 1.67 eV Å⁻¹
highest occupied orbital energy (spin up / spin down) = -0.330 / -0.342 Eh
relative energy (zero: lowest compared OMol25 entry of this formula, charge and spin) = 22.4 kcal/mol
gap between HOMO and LUMO (spin up / spin down) = 9.687 / 6.251 eV
expectation value of S² = 2.023
E_LUMO (spin up / spin down) = 0.71 / -3.06 eV

Geometry as XYZ:
```
9
C2H4N2S, DFT ωB97M-V/def2-TZVPD
S -1.5826 -1.9553 -0.2486
C 0.5798 -0.9715 1.5974
C -0.0097 0.7271 0.0015
H 0.9493 1.2362 -0.1614
N 0.2903 -0.5990 0.4044
H -1.2049 -2.9686 0.5269
H -0.5964 1.2993 0.7278
N 0.9516 -1.3963 2.6071
H -0.5283 0.6933 -0.9554
```

---

> Which formula does entry 4 have?

C2H4N2OS

---

> What is the F_max in the sixth record?

3.61 eV Å⁻¹